No. 1
Computed, not measured: a structure of composition C38H75B2BrINO4P in a non-equilibrium geometry, with ωB97M-V/def2-TZVPD.

Last column: Löwdin charge in e.
Positions of all 123 atoms, in Å:
1 C -5.01 1.39 -1.67  0.080
2 C -3.72 0.82 -1.87  -0.225
3 C -2.07 0.52 -1.93  -0.311
4 C -1.62 1.32 -3.34  -0.097
5 C -2.68 1.40 -4.43  0.037
6 C -1.36 1.40 -0.72  -0.119
7 C -1.96 2.90 -0.59  -0.162
8 O -3.12 3.10 0.29  -0.220
9 C -3.92 4.25 -0.19  -0.250
10 C -3.11 5.67 -0.27  -0.115
11 C -1.16 0.56 0.70  -0.187
12 C -2.61 0.20 1.44  -0.068
13 C -2.85 0.13 2.90  -0.011
14 B -0.39 1.58 1.71  -0.352
15 O -1.08 2.69 2.46  -0.003
16 C 1.23 1.64 2.10  -0.152
17 C 1.93 2.89 1.24  -0.100
18 C -0.45 -0.85 0.30  -0.446
19 C 1.08 -0.72 -0.32  -0.167
20 C 2.24 -1.61 0.39  -0.262
21 C 3.64 -1.26 -0.47  -0.197
22 C 4.51 -0.03 0.19  -0.180
23 C 5.34 0.67 -1.07  -0.202
24 C 4.56 2.04 -1.63  -0.223
25 C 5.14 3.28 -0.73  -0.286
26 C 4.42 4.73 -0.99  -0.150
27 P -0.23 -2.14 1.75  0.949
28 C 0.39 -1.38 3.38  -0.270
29 O -1.81 -2.81 2.25  -0.369
30 N -1.25 -1.70 -0.69  -0.473
31 Br -0.45 -3.41 -1.00  1.000
32 C -1.76 -1.07 -1.94  -0.532
33 I -3.83 -1.97 -2.12  1.173
34 B -1.10 -1.68 -3.35  -0.566
35 C 0.32 -1.24 -4.06  -0.060
36 O -1.74 -2.81 -4.12  -0.113
37 H -6.06 1.58 -1.13  0.096
38 H -0.56 1.79 -3.51  0.128
39 H -3.00 2.39 -4.96  0.092
40 H -3.23 0.40 -4.79  0.094
41 H -0.24 1.57 -1.11  0.160
42 H -1.14 3.70 -0.23  0.144
43 H -2.31 3.35 -1.64  0.140
44 H -4.38 4.07 -1.28  0.119
45 H -4.83 4.41 0.55  0.137
46 H -2.60 5.82 -1.33  0.088
47 H -3.89 6.53 -0.15  0.085
48 H -2.32 5.76 0.60  0.095
49 H -3.55 -0.08 0.75  0.124
50 H -3.34 1.10 3.41  0.109
51 H -2.57 -0.74 3.64  0.067
52 H -0.96 2.53 3.45  0.127
53 H 1.37 1.96 3.24  0.128
54 H 1.79 0.63 1.99  0.049
55 H 1.13 3.69 0.89  0.091
56 H 2.64 3.47 2.00  0.103
57 H 2.62 2.50 0.38  0.035
58 H 1.48 0.41 -0.34  0.126
59 H 1.14 -1.02 -1.47  0.101
60 H 2.13 -2.79 0.25  0.091
61 H 2.51 -1.35 1.49  0.089
62 H 4.32 -2.24 -0.36  0.122
63 H 3.40 -1.13 -1.60  0.108
64 H 5.33 -0.49 0.91  0.101
65 H 3.81 0.72 0.76  0.089
66 H 5.29 -0.10 -1.98  0.107
67 H 6.47 0.86 -0.83  0.114
68 H 4.78 2.18 -2.80  0.125
69 H 3.40 1.86 -1.55  0.086
70 H 5.15 3.05 0.44  0.113
71 H 6.29 3.40 -1.02  0.120
72 H 5.09 5.43 -1.65  0.081
73 H 4.33 5.25 0.08  0.083
74 H 3.36 4.52 -1.45  0.073
75 H 0.35 -2.26 4.19  0.082
76 H 1.50 -1.02 3.39  0.054
77 H -0.31 -0.53 3.83  0.061
78 H -1.68 -3.30 3.11  0.078
79 H -2.11 -1.98 -0.14  0.050
80 H 1.20 -1.99 -3.78  0.099
81 H 0.27 -1.16 -5.24  0.103
82 H 0.72 -0.17 -3.70  0.069
83 H -2.00 -2.47 -5.04  0.128
84 C 9.05 -2.66 6.31  -0.116
85 C 9.39 -3.11 4.90  -0.275
86 C 9.59 -1.96 3.92  -0.228
87 C 8.36 -1.07 3.69  -0.227
88 C 7.12 -1.79 3.19  -0.277
89 C 7.31 -2.45 1.83  -0.121
90 H 8.10 -2.11 6.34  0.065
91 H 8.95 -3.53 6.97  0.072
92 H 9.83 -2.01 6.72  0.078
93 H 8.61 -3.79 4.54  0.098
94 H 10.31 -3.70 4.94  0.108
95 H 9.93 -2.36 2.96  0.102
96 H 10.41 -1.32 4.29  0.112
97 H 8.64 -0.29 2.97  0.110
98 H 8.11 -0.54 4.62  0.102
99 H 6.30 -1.06 3.11  0.090
100 H 6.79 -2.54 3.91  0.100
101 H 7.60 -1.70 1.07  0.072
102 H 6.37 -2.91 1.50  0.061
103 H 8.08 -3.22 1.86  0.071
104 C -7.63 -2.07 -0.68  -0.119
105 C -8.11 -2.72 -1.96  -0.271
106 C -8.27 -1.73 -3.12  -0.228
107 C -9.31 -0.63 -2.91  -0.229
108 C -10.73 -1.11 -2.60  -0.272
109 C -11.35 -1.91 -3.74  -0.113
110 H -8.34 -1.33 -0.31  0.071
111 H -7.50 -2.82 0.10  0.075
112 H -6.67 -1.57 -0.83  0.019
113 H -9.06 -3.25 -1.78  0.104
114 H -7.39 -3.49 -2.26  0.101
115 H -8.53 -2.30 -4.03  0.105
116 H -7.30 -1.26 -3.32  0.095
117 H -9.33 0.01 -3.80  0.111
118 H -8.98 0.03 -2.09  0.096
119 H -11.36 -0.23 -2.42  0.107
120 H -10.75 -1.69 -1.68  0.100
121 H -11.38 -1.33 -4.66  0.077
122 H -12.37 -2.20 -3.48  0.073
123 H -10.79 -2.83 -3.93  0.067

Output
LUMO energy	-0.1577	hartree
net charge	+1
largest force on an atom	9.850	eV Å⁻¹
HOMO	-9.98	eV

No. 2
Computed, not measured: a structure of composition C60H59BaBrN3P2S2SbSi in a non-equilibrium geometry, with ωB97M-V/def2-TZVPD.

Last column: Löwdin charge in e.
Positions of all 130 atoms, in Å:
1 Ba -0.22 -0.42 -1.11  1.206
2 S -0.26 -0.85 1.77  0.327
3 C -1.91 -0.44 1.30  -1.185
4 N -2.38 -0.24 0.08  -0.270
5 C -3.71 0.12 0.11  -0.358
6 C -4.48 0.45 -1.01  -0.034
7 C -5.80 0.79 -0.82  -0.085
8 C -6.37 0.80 0.46  -0.090
9 C -5.62 0.49 1.57  -0.086
10 C -4.28 0.16 1.39  -0.481
11 S -3.07 -0.23 2.56  1.032
12 H -4.05 0.43 -2.00  0.120
13 H -6.42 1.05 -1.68  0.107
14 H -7.41 1.07 0.57  0.104
15 H -6.06 0.51 2.56  0.110
16 N -0.19 -3.76 0.04  -0.412
17 P 1.41 -3.17 -0.45  0.856
18 C 1.70 -4.24 -1.88  -0.398
19 C 1.92 -3.62 -3.11  -0.106
20 C 2.13 -4.39 -4.25  -0.071
21 C 2.14 -5.77 -4.16  -0.077
22 C 1.93 -6.39 -2.93  -0.077
23 C 1.72 -5.63 -1.80  -0.089
24 C 2.48 -3.88 0.83  -0.376
25 C 3.82 -3.51 0.81  -0.100
26 C 4.69 -4.02 1.76  -0.083
27 C 4.23 -4.88 2.74  -0.086
28 C 2.89 -5.24 2.77  -0.082
29 C 2.02 -4.74 1.82  -0.093
30 P -1.35 -3.53 -1.27  0.899
31 C -1.40 -5.19 -2.00  -0.381
32 C -1.42 -6.35 -1.21  -0.096
33 C -1.47 -7.59 -1.81  -0.081
34 C -1.53 -7.69 -3.20  -0.086
35 C -1.52 -6.55 -3.98  -0.081
36 C -1.46 -5.30 -3.38  -0.101
37 C -2.93 -3.49 -0.37  -0.377
38 C -3.08 -3.84 0.97  -0.093
39 C -4.33 -3.78 1.57  -0.079
40 C -5.44 -3.39 0.84  -0.080
41 C -5.30 -3.05 -0.50  -0.080
42 C -4.05 -3.10 -1.09  -0.111
43 H -0.46 -3.17 0.84  -0.055
44 H 1.91 -2.54 -3.19  0.075
45 H 2.29 -3.90 -5.21  0.106
46 H 2.31 -6.37 -5.05  0.106
47 H 1.93 -7.47 -2.87  0.108
48 H 1.56 -6.12 -0.84  0.110
49 H 4.18 -2.82 0.06  0.106
50 H 5.74 -3.73 1.73  0.104
51 H 4.91 -5.27 3.48  0.102
52 H 2.53 -5.91 3.54  0.103
53 H 0.97 -5.02 1.84  0.092
54 H -1.37 -6.26 -0.13  0.103
55 H -1.49 -8.48 -1.20  0.104
56 H -1.57 -8.67 -3.66  0.103
57 H -1.57 -6.63 -5.06  0.106
58 H -1.44 -4.40 -3.99  0.102
59 H -2.22 -4.14 1.56  0.099
60 H -4.43 -4.05 2.62  0.107
61 H -6.41 -3.34 1.32  0.105
62 H -6.16 -2.73 -1.07  0.108
63 H -3.95 -2.81 -2.14  0.107
64 Br -5.83 4.83 -0.09  0.762
65 C -4.16 3.96 -0.26  -0.689
66 C -3.61 3.75 -1.51  -0.100
67 C -2.40 3.09 -1.57  -0.149
68 N -1.74 2.66 -0.51  0.067
69 C -2.28 2.89 0.68  -0.149
70 C -3.49 3.54 0.87  -0.094
71 H -4.11 4.07 -2.41  0.107
72 H -1.93 2.90 -2.54  0.105
73 H -1.71 2.54 1.54  0.115
74 H -3.88 3.69 1.86  0.113
75 C -0.16 -0.55 -5.58  -0.309
76 Si 0.69 0.55 -4.25  0.319
77 C 2.53 0.23 -4.69  -0.293
78 C 0.39 2.30 -4.97  -0.305
79 H 0.23 -0.35 -6.58  0.015
80 H -1.24 -0.39 -5.61  -0.002
81 H -0.01 -1.61 -5.37  -0.015
82 H 2.83 0.77 -5.59  0.018
83 H 2.69 -0.83 -4.88  -0.007
84 H 3.23 0.51 -3.89  -0.024
85 H 0.67 2.35 -6.03  0.014
86 H 0.96 3.07 -4.44  -0.012
87 H -0.66 2.60 -4.90  -0.005
88 C 3.79 5.91 0.80  -0.039
89 C 3.83 5.32 2.18  -0.291
90 C 4.52 5.99 3.18  -0.050
91 C 4.57 5.51 4.48  -0.084
92 C 3.91 4.34 4.81  -0.092
93 C 3.23 3.65 3.81  -0.162
94 C 3.18 4.13 2.51  -0.391
95 Sb 2.08 2.93 1.13  1.541
96 C 3.64 2.68 -0.35  -0.347
97 C 3.43 2.78 -1.72  -0.138
98 C 4.47 2.62 -2.63  -0.095
99 C 5.73 2.30 -2.18  -0.078
100 C 5.93 2.11 -0.83  -0.058
101 C 4.91 2.28 0.10  -0.309
102 C 5.23 2.00 1.54  -0.070
103 C 0.72 4.58 0.72  -0.346
104 C 0.24 5.05 1.95  -0.166
105 C -0.72 6.03 2.04  -0.090
106 C -1.24 6.59 0.88  -0.085
107 C -0.78 6.13 -0.34  -0.057
108 C 0.18 5.13 -0.45  -0.317
109 C 0.59 4.69 -1.82  -0.068
110 H 4.45 6.78 0.74  0.079
111 H 2.78 6.23 0.54  0.076
112 H 4.11 5.19 0.04  0.068
113 H 5.04 6.91 2.94  0.108
114 H 5.12 6.05 5.24  0.101
115 H 3.94 3.95 5.82  0.100
116 H 2.72 2.73 4.07  0.091
117 H 2.45 2.99 -2.12  0.055
118 H 4.27 2.73 -3.69  0.104
119 H 6.55 2.17 -2.88  0.104
120 H 6.91 1.81 -0.47  0.108
121 H 6.11 1.36 1.60  0.079
122 H 4.42 1.50 2.07  0.058
123 H 5.45 2.92 2.10  0.079
124 H 0.63 4.64 2.87  0.084
125 H -1.06 6.37 3.01  0.103
126 H -1.99 7.36 0.92  0.104
127 H -1.19 6.55 -1.25  0.111
128 H -0.04 5.16 -2.58  0.083
129 H 0.48 3.61 -1.94  0.052
130 H 1.62 4.96 -2.03  0.082

Output
LUMO energy	0.0134	hartree
net charge	0
largest force on an atom	2.210	eV Å⁻¹
HOMO	-5.82	eV
ΔE to the lowest compared entry with this formula, charge and spin	72.5	kJ/mol

No. 3
Computed, not measured: a structure of composition C19H28IrNPTe in a non-equilibrium geometry, with ωB97M-V/def2-TZVPD.

Last column: Löwdin charge in e.
Positions of all 51 atoms, in Å:
1 C 0.51 3.20 -3.09  -0.005
2 C -0.77 2.73 -2.81  -0.008
3 C -0.96 1.64 -1.95  -0.295
4 C 0.15 1.04 -1.37  -0.294
5 C 1.44 1.53 -1.61  -0.303
6 C 1.61 2.61 -2.47  -0.001
7 C -2.35 1.19 -1.64  -0.134
8 C -2.52 -0.28 -1.23  -0.263
9 N -2.27 -1.25 -2.23  -0.124
10 Ir -0.11 -0.52 -0.04  0.652
11 C 2.60 0.88 -0.94  -0.256
12 P 2.04 -0.80 -0.37  0.647
13 H -1.65 3.18 -3.27  0.129
14 H 2.62 2.98 -2.64  0.130
15 H 0.65 4.02 -3.79  0.127
16 H 2.94 1.44 -0.05  0.112
17 H 3.46 0.74 -1.61  0.112
18 H -2.75 1.79 -0.80  0.127
19 H -3.01 1.39 -2.50  0.140
20 H -1.96 -0.57 -0.25  -0.012
21 C 3.25 -1.36 0.83  -0.223
22 C 2.29 -1.79 -1.88  -0.241
23 H -3.56 -0.43 -0.89  0.147
24 C -1.42 -1.10 -3.38  0.008
25 C -2.96 -2.50 -2.15  0.010
26 H 0.46 0.07 1.61  -0.176
27 H -1.88 -1.67 -4.20  0.121
28 H -1.29 -0.05 -3.70  0.117
29 H -0.41 -1.51 -3.20  0.102
30 H -3.18 -2.85 -3.17  0.119
31 H -2.35 -3.26 -1.64  0.126
32 H -3.89 -2.38 -1.59  0.122
33 H 3.37 -1.87 -2.08  0.070
34 H 1.84 -2.78 -1.71  0.050
35 H 1.77 -1.32 -2.73  0.045
36 H 4.26 -1.29 0.39  0.074
37 H 3.21 -0.74 1.73  0.042
38 H 3.02 -2.41 1.09  0.072
39 H -0.27 -1.98 -0.84  -0.035
40 Te -0.92 1.16 1.87  1.315
41 C -0.41 0.65 3.94  -0.511
42 C -1.46 0.59 4.86  -0.137
43 C -1.18 0.27 6.20  -0.042
44 C 0.14 0.00 6.60  -0.032
45 C 1.18 0.08 5.66  -0.049
46 C 0.91 0.43 4.34  -0.132
47 H -2.49 0.78 4.53  0.100
48 H -1.98 0.22 6.94  0.122
49 H 0.35 -0.26 7.64  0.126
50 H 2.20 -0.15 5.98  0.122
51 H 1.73 0.53 3.62  0.089

Output
LUMO energy (spin up / spin down)	-0.2049 / -0.3427	hartree
net charge	+2
<S²>	8.7795
multiplicity	6
largest force on an atom	2.893	eV Å⁻¹
HOMO (spin up / spin down)	-11.99 / -14.87	eV
ΔE to the lowest compared entry with this formula, charge and spin	0.0	kJ/mol